No. 1
Entry from the Open Molecules 2025 dataset: a structure of composition C15H17N4O2RuS4 (wB97M-V/def2-TZVPD).

The geometry in XYZ format:
```
43
Properties=species:S:1:pos:R:3
Ru -0.3924 -0.6218 -0.3331
O 5.3476 3.2194 -2.4777
C 4.4219 2.6076 -2.0503
S 2.7543 3.2464 -2.0011
C 2.0174 1.8365 -1.3203
C 2.8647 0.7340 -1.0685
S 2.3485 -0.7053 -0.3787
S 4.5383 0.9224 -1.4683
S 0.3764 1.8647 -0.9644
O -1.8411 0.5016 0.3562
C -1.8247 1.2714 1.4560
C -2.5999 2.4302 1.4511
C -2.6151 3.2669 2.5456
C -1.8549 2.9726 3.6800
C -1.1038 1.8215 3.6990
C -1.0890 0.9547 2.5965
C -0.3595 -0.2946 2.6542
N 0.0302 -1.0464 1.6249
C 0.6822 -2.1570 2.1489
C 0.6861 -2.0697 3.4928
N 0.0273 -0.8968 3.7926
H -3.1767 2.6530 0.5632
H -3.2132 4.1684 2.5174
H -1.8505 3.6418 4.5285
H -0.4945 1.6034 4.5690
H 1.1328 -2.9127 1.5323
H 1.0934 -2.7165 4.2485
H -0.1756 -0.5535 4.7164
N 0.1685 -2.6173 -1.1696
C 0.6188 -2.6324 -2.5908
C -0.4395 -2.1158 -3.5489
C -0.7304 -0.6297 -3.4393
N -1.4374 -0.3124 -2.1735
H 0.9107 -3.0093 -0.5987
H -0.6231 -3.2510 -1.0696
H 0.9030 -3.6488 -2.8651
H 1.5130 -2.0120 -2.6429
H -1.3686 -2.6880 -3.4378
H -0.0888 -2.3162 -4.5624
H -1.3370 -0.2998 -4.2825
H 0.1947 -0.0510 -3.4458
H -2.3149 -0.8299 -2.1397
H -1.6989 0.6713 -2.1441
```

Output
Multiplicity = 5
Energy above the lowest of the compared OMol25 structures with the same formula, charge and spin = 8.70 kcal/mol
Charge = +1
E_HOMO (alpha / beta) = -10.25 / -11.29 eV
Kohn-Sham gap (alpha / beta) = 0.282 / 0.235 hartree
E_tot = -71804.392 eV



No. 2
Entry from the Open Molecules 2025 dataset: an isolated molecule of C15H17N5O2 in a non-equilibrium geometry (wB97M-V/def2-TZVPD).

The geometry in XYZ format:
```
39
Properties=species:S:1:pos:R:3
O -2.5137 -0.7901 -3.2573
N -3.4212 -0.3689 -2.5715
O -4.5985 -0.5035 -2.8300
C -3.0771 0.3426 -1.3661
C -4.0895 0.8410 -0.5564
C -3.7443 1.5202 0.5976
C -2.4116 1.6988 0.9282
C -1.3968 1.1989 0.1159
C 0.0450 1.4197 0.4886
N 0.2218 1.2944 1.9264
C 0.0812 -0.0715 2.4180
C 1.4440 -0.7797 2.5938
N 2.4057 -0.2143 1.6815
C 2.8028 -0.8634 0.5721
N 3.5990 -0.1993 -0.2804
C 4.0016 -0.8555 -1.3504
C 3.6388 -2.1695 -1.6081
C 2.8035 -2.7585 -0.6685
N 2.3805 -2.1266 0.4068
C 2.7065 1.1845 1.8903
C 1.4424 1.8936 2.4211
C -1.7376 0.5121 -1.0378
H -5.1189 0.6884 -0.8411
H -4.5172 1.9136 1.2396
H -2.1348 2.2235 1.8293
H 0.6810 0.7387 -0.0952
H 0.3167 2.4447 0.2132
H -0.4362 -0.0360 3.3832
H -0.5461 -0.6260 1.7192
H 1.3596 -1.8448 2.3848
H 1.8179 -0.6401 3.6137
H 4.6395 -0.2964 -2.0243
H 3.9774 -2.6963 -2.4833
H 2.4501 -3.7766 -0.7779
H 3.0296 1.6011 0.9352
H 3.5299 1.2887 2.6082
H 1.4052 1.8360 3.5121
H 1.4616 2.9487 2.1402
H -0.9813 0.1036 -1.6918
```

Output
Multiplicity = 1
Energy above the lowest of the compared OMol25 structures with the same formula, charge and spin = 54.01 kcal/mol
E_HOMO = -8.20 eV
Kohn-Sham gap = 0.287 hartree
E_tot = -27373.742 eV



No. 3
Entry from the Open Molecules 2025 dataset: an isolated molecule of C15H17NO2S (wB97M-V/def2-TZVPD).

The geometry in XYZ format:
```
36
Properties=species:S:1:pos:R:3
C 3.8684 -0.8357 1.3244
C 2.8219 0.2090 0.9447
C 3.0145 1.5123 1.7181
N 2.8255 0.4956 -0.4787
S 1.9424 -0.5516 -1.4405
O 2.2882 -0.2279 -2.7937
O 2.1095 -1.9175 -1.0180
C 0.2926 0.0413 -1.0919
C 0.1145 1.3838 -1.3057
C -1.1159 2.0286 -1.0864
C -2.1719 1.2739 -0.6505
C -1.9861 -0.1027 -0.4434
C -3.1635 -0.7383 -0.0136
C -3.1368 -2.0843 0.2217
C -1.9262 -2.7787 0.0261
C -0.7722 -2.1644 -0.3926
C -0.7680 -0.7767 -0.6483
C -4.2587 0.2865 0.0870
C -3.5963 1.6246 -0.3275
H 3.8018 -1.0714 2.3834
H 3.6987 -1.7415 0.7480
H 4.8683 -0.4610 1.1117
H 1.8221 -0.1912 1.1505
H 2.9312 1.3301 2.7859
H 2.2604 2.2363 1.4221
H 3.9970 1.9290 1.5092
H 3.7452 0.6569 -0.8613
H 0.9642 1.9477 -1.6568
H -1.2068 3.0890 -1.2663
H -4.0154 -2.6205 0.5491
H -1.9139 -3.8427 0.2132
H 0.1370 -2.7257 -0.5331
H -4.6546 0.3333 1.1029
H -5.0877 0.0306 -0.5750
H -3.6382 2.3581 0.4795
H -4.0912 2.0652 -1.1944
```

Output
Multiplicity = 1
Energy above the lowest of the compared OMol25 structures with the same formula, charge and spin = 2.30 kcal/mol
E_HOMO = -8.26 eV
Kohn-Sham gap = 0.312 hartree
E_tot = -32251.463 eV